1:
{
  "formula": "C8H9N2O3",
  "method": "ωB97M-V with the def2-TZVPD basis set",
  "symbols": ["C", "C", "C", "C", "C", "C", "C", "C", "N", "N", "O", "O", "O", "H", "H", "H", "H", "H", "H", "H", "H", "H"],
  "positions_angstrom": [[1.153, 0.039, -0.794], [-1.172, -1.885, -2.332], [0.167, -3.010, -0.666], [-1.059, 1.815, 0.476], [0.086, 1.401, 0.961], [-0.538, -1.078, 0.561], [0.555, -0.040, 0.643], [1.211, 2.245, 1.515], [-0.257, -2.516, -1.856], [0.693, 0.814, -1.640], [-1.994, -1.518, -3.055], [0.698, -4.119, -0.673], [-0.192, -2.453, 0.432], [-1.142, 2.834, 0.507], [-1.790, 1.132, 0.079], [-1.293, -1.114, 1.406], [-1.101, -0.650, -0.342], [1.391, -0.460, 1.282], [1.397, 1.866, 2.566], [2.178, 1.975, 0.952], [1.181, 3.388, 1.486], [-0.171, 1.334, -1.507]],
  "e_homo_ev": -1.82,
  "charge": -1
}

=====

2:
{
  "formula": "C8H9N2O3",
  "method": "ωB97M-V with the def2-TZVPD basis set",
  "symbols": ["H", "N", "N", "O", "C", "C", "C", "C", "C", "C", "C", "O", "O", "C", "H", "H", "H", "H", "H", "H", "H", "H"],
  "positions_angstrom": [[-2.992, -0.266, 0.072], [-1.956, -0.392, 0.268], [-1.809, 0.064, 1.397], [-2.683, 0.534, 2.104], [-0.381, 0.115, 1.909], [0.072, 1.423, 1.378], [0.627, 1.628, 0.118], [0.976, 0.392, -0.752], [0.158, 0.556, -2.112], [0.695, -0.975, -0.085], [1.334, -2.206, -0.916], [0.684, -3.227, -0.993], [2.437, -1.940, -1.418], [0.357, -1.001, 1.245], [-0.590, 0.186, 2.982], [-0.278, 2.361, 1.878], [0.840, 2.588, -0.339], [2.067, 0.335, -1.115], [0.560, 1.497, -2.611], [-0.862, 0.534, -1.869], [0.370, -0.269, -2.773], [0.373, -1.938, 1.632]],
  "e_homo_ev": -4.54,
  "smiles": "[H]/N=[N+](\\[O-])[C@@H]1C=C[C@H](C)C(C(=O)[O-])=C1",
  "charge": -1
}

=====

The winner here is 2, beating the second structure by 0.0174 hartree.

=====

1:
{
  "formula": "C22H72N2O14",
  "method": "ωB97M-V with the def2-TZVPD basis set",
  "symbols": ["C", "C", "O", "H", "H", "H", "H", "H", "H", "C", "C", "O", "H", "H", "H", "H", "H", "H", "C", "C", "O", "H", "H", "H", "H", "H", "H", "C", "C", "O", "H", "H", "H", "H", "H", "H", "C", "C", "O", "H", "H", "H", "H", "H", "H", "C", "C", "O", "H", "H", "H", "H", "H", "H", "C", "C", "O", "H", "H", "H", "H", "H", "H", "C", "C", "O", "H", "H", "H", "H", "H", "H", "C", "O", "N", "N", "H", "H", "H", "H", "C", "O", "H", "H", "H", "H", "C", "O", "H", "H", "H", "H", "C", "O", "H", "H", "H", "H", "C", "O", "H", "H", "H", "H", "C", "O", "H", "H", "H", "H"],
  "positions_angstrom": [[2.159, -3.060, -0.611], [3.150, -3.832, 0.206], [2.845, -3.978, 1.537], [2.509, -2.802, -1.656], [2.115, -2.107, -0.188], [1.223, -3.609, -0.663], [4.075, -3.310, 0.025], [3.265, -4.867, -0.232], [3.701, -4.124, 1.988], [4.063, -0.654, 1.040], [5.264, 0.284, 1.278], [5.475, 0.384, 2.600], [3.761, -0.584, 0.030], [3.193, -0.361, 1.611], [4.326, -1.722, 1.265], [4.991, 1.277, 0.886], [6.107, -0.053, 0.710], [6.110, 1.119, 2.736], [0.012, -1.531, 4.276], [1.127, -1.758, 3.275], [0.794, -2.641, 2.270], [-0.914, -1.225, 3.717], [0.311, -0.742, 5.056], [-0.200, -2.448, 4.860], [1.941, -2.127, 3.849], [1.411, -0.829, 2.889], [1.628, -2.876, 1.861], [3.065, 2.464, -0.680], [2.448, 3.592, -1.457], [1.126, 3.737, -1.016], [4.085, 2.364, -0.861], [2.616, 1.456, -0.897], [3.026, 2.714, 0.349], [2.512, 3.341, -2.515], [3.018, 4.468, -1.462], [0.745, 4.366, -1.520], [-2.387, 3.225, -0.599], [-2.985, 4.595, -0.222], [-4.386, 4.432, -0.412], [-2.720, 2.416, 0.069], [-1.269, 3.250, -0.626], [-2.785, 3.096, -1.600], [-2.617, 5.360, -0.903], [-2.733, 4.828, 0.813], [-4.530, 4.492, -1.362], [-3.266, -4.962, 0.449], [-2.004, -4.117, 0.612], [-1.252, -4.285, 1.784], [-2.926, -6.009, 0.574], [-3.723, -4.860, -0.582], [-3.976, -4.696, 1.279], [-2.173, -3.082, 0.481], [-1.355, -4.167, -0.330], [-0.619, -3.574, 1.814], [-3.773, -1.437, 2.895], [-2.793, -0.557, 2.132], [-3.462, 0.046, 1.041], [-4.545, -0.739, 3.256], [-3.261, -1.887, 3.738], [-4.180, -2.259, 2.309], [-1.880, -1.124, 1.862], [-2.508, 0.239, 2.833], [-4.302, 0.422, 1.341], [0.204, 0.533, 0.438], [-0.303, -0.442, -0.643], [-1.633, -0.325, -0.896], [-0.083, 1.537, 0.180], [1.239, 0.525, 0.552], [-0.188, 0.373, 1.421], [-0.065, -1.441, -0.242], [0.150, -0.304, -1.592], [-2.090, 0.010, -0.104], [-3.736, 0.827, -3.565], [-4.625, 1.197, -4.511], [-2.467, 1.117, -3.707], [-4.005, 0.326, -2.410], [-2.263, 1.635, -4.565], [-1.704, 1.175, -3.036], [-4.848, 0.605, -1.845], [-3.188, 0.165, -1.934], [1.328, 2.052, -4.382], [0.520, 1.854, -3.238], [1.225, 3.096, -4.612], [0.980, 1.497, -5.203], [2.362, 1.781, -4.215], [0.916, 2.408, -2.573], [2.242, 2.302, 3.458], [2.244, 3.598, 4.065], [1.944, 1.582, 4.247], [3.279, 2.163, 3.127], [1.721, 2.168, 2.464], [3.140, 3.911, 3.953], [1.470, -1.275, -4.142], [2.162, -0.889, -5.269], [0.488, -0.739, -4.219], [1.841, -0.914, -3.154], [1.320, -2.319, -3.974], [2.857, -1.483, -5.451], [-2.051, -2.542, -3.022], [-2.715, -2.922, -4.204], [-1.438, -1.623, -3.133], [-1.467, -3.318, -2.530], [-2.852, -2.202, -2.307], [-2.683, -2.246, -4.850], [-1.177, 2.911, 2.746], [-2.229, 2.899, 3.753], [-1.600, 3.253, 1.821], [-0.731, 1.900, 2.610], [-0.312, 3.494, 2.946], [-1.813, 3.166, 4.588]],
  "e_homo_ev": -8.60,
  "charge": 0
}

=====

2:
{
  "formula": "C22H72N2O14",
  "method": "ωB97M-V with the def2-TZVPD basis set",
  "symbols": ["C", "C", "O", "H", "H", "H", "H", "H", "H", "C", "C", "O", "H", "H", "H", "H", "H", "H", "C", "C", "O", "H", "H", "H", "H", "H", "H", "C", "C", "O", "H", "H", "H", "H", "H", "H", "C", "C", "O", "H", "H", "H", "H", "H", "H", "C", "C", "O", "H", "H", "H", "H", "H", "H", "C", "C", "O", "H", "H", "H", "H", "H", "H", "C", "C", "O", "H", "H", "H", "H", "H", "H", "C", "O", "N", "N", "H", "H", "H", "H", "C", "O", "H", "H", "H", "H", "C", "O", "H", "H", "H", "H", "C", "O", "H", "H", "H", "H", "C", "O", "H", "H", "H", "H", "C", "O", "H", "H", "H", "H"],
  "positions_angstrom": [[28.371, -1.013, -9.452], [28.639, -2.497, -9.114], [27.775, -3.332, -9.906], [27.320, -0.745, -9.231], [28.465, -0.774, -10.482], [29.101, -0.379, -9.003], [28.347, -2.664, -8.062], [29.727, -2.781, -9.252], [26.830, -3.082, -9.693], [32.025, -7.178, -5.176], [31.900, -8.538, -4.669], [30.738, -9.080, -5.182], [31.229, -6.563, -4.902], [32.198, -7.158, -6.277], [32.847, -6.633, -4.854], [31.786, -8.610, -3.564], [32.700, -9.154, -4.967], [30.183, -9.396, -4.466], [27.886, -0.755, -6.011], [29.297, -0.740, -5.483], [30.119, -1.677, -6.179], [27.525, -1.781, -6.055], [27.786, -0.289, -6.928], [27.206, -0.256, -5.321], [29.319, -1.104, -4.483], [29.740, 0.327, -5.507], [30.760, -1.142, -6.700], [27.220, -8.372, -3.718], [27.357, -9.054, -5.054], [27.735, -8.133, -5.967], [26.701, -7.430, -3.733], [28.170, -8.089, -3.345], [26.883, -9.020, -2.871], [26.418, -9.491, -5.342], [28.040, -9.912, -4.977], [27.578, -8.510, -6.850], [32.760, -0.518, -3.478], [32.156, -1.940, -3.475], [31.087, -1.863, -2.543], [33.581, -0.474, -4.162], [33.030, -0.328, -2.438], [32.090, 0.234, -3.832], [32.796, -2.726, -3.037], [31.806, -2.355, -4.396], [30.455, -2.502, -2.817], [24.798, -5.261, -6.973], [26.233, -5.448, -6.450], [26.855, -4.165, -6.560], [24.761, -4.813, -7.980], [24.255, -4.631, -6.281], [24.261, -6.234, -7.045], [26.785, -6.187, -7.039], [26.177, -5.651, -5.385], [27.749, -4.364, -6.411], [32.344, -5.889, -0.820], [31.660, -5.479, -2.117], [30.553, -6.284, -2.284], [31.640, -5.907, -0.019], [33.174, -5.248, -0.591], [32.659, -6.885, -1.013], [32.293, -5.515, -2.954], [31.319, -4.441, -1.982], [30.006, -5.995, -3.035], [30.068, -5.774, -9.637], [29.192, -5.975, -8.437], [29.897, -6.275, -7.287], [30.885, -5.084, -9.418], [29.633, -5.428, -10.613], [30.502, -6.656, -9.900], [28.442, -6.725, -8.612], [28.588, -5.076, -8.313], [30.268, -7.169, -7.401], [29.038, -4.504, -4.365], [28.842, -3.494, -3.426], [28.785, -5.742, -4.107], [29.540, -4.299, -5.520], [28.252, -5.943, -3.189], [28.771, -6.559, -4.752], [29.726, -3.285, -5.808], [29.746, -5.105, -6.166], [25.346, -2.677, -3.907], [24.865, -1.317, -4.124], [24.839, -3.167, -3.145], [26.405, -2.891, -3.802], [24.881, -3.299, -4.675], [23.942, -1.285, -4.474], [26.418, -4.958, -1.746], [27.437, -5.922, -1.713], [25.570, -5.243, -1.216], [26.167, -4.807, -2.816], [26.796, -3.952, -1.378], [27.457, -6.405, -0.866], [27.938, -1.064, -1.452], [29.144, -0.718, -0.828], [27.658, -2.043, -1.106], [28.022, -1.151, -2.540], [27.238, -0.394, -0.933], [29.906, -0.889, -1.418], [29.253, -3.783, 0.074], [29.147, -5.142, 0.301], [30.264, -3.494, 0.336], [28.531, -3.165, 0.627], [29.119, -3.554, -0.965], [29.468, -5.551, -0.551], [32.327, -3.671, -7.381], [32.795, -4.992, -7.232], [32.951, -3.174, -8.092], [32.416, -3.227, -6.335], [31.238, -3.670, -7.628], [32.138, -5.544, -6.853]],
  "e_homo_ev": -8.85,
  "charge": 0
}

=====

The winner here is 2, beating the second structure by 0.0306 hartree.

=====

1:
{
  "formula": "C5H14N2",
  "method": "ωB97M-V with the def2-TZVPD basis set",
  "symbols": ["C", "C", "N", "C", "C", "C", "N", "H", "H", "H", "H", "H", "H", "H", "H", "H", "H", "H", "H", "H", "H"],
  "positions_angstrom": [[1.155, 0.825, -1.196], [1.478, -0.130, 0.026], [2.802, 0.201, 0.866], [0.222, -0.412, 1.038], [-0.979, -0.592, 0.091], [-2.104, 0.147, 0.121], [-3.393, -0.277, -0.421], [2.147, 0.897, -1.728], [0.563, 1.719, -0.817], [0.379, 0.332, -1.846], [1.739, -1.128, -0.378], [3.362, -0.609, 1.097], [3.469, 0.484, 0.181], [2.617, 0.636, 1.710], [0.397, -1.336, 1.514], [0.155, 0.360, 1.753], [-0.656, -1.139, -0.791], [-2.011, 1.158, 0.390], [-4.099, 0.525, -0.450], [-3.417, -0.704, -1.421], [-3.826, -0.956, 0.262]],
  "e_homo_ev": -17.91,
  "smiles": "C[C@@H]([NH3+])C/C=C/[NH3+]",
  "charge": 2
}

=====

2:
{
  "formula": "C5H14N2",
  "method": "ωB97M-V with the def2-TZVPD basis set",
  "symbols": ["C", "C", "C", "C", "C", "N", "N", "H", "H", "H", "H", "H", "H", "H", "H", "H", "H", "H", "H", "H", "H"],
  "positions_angstrom": [[-0.038, -0.794, -0.491], [-2.768, -0.167, 0.390], [0.459, -1.072, 0.817], [1.079, 1.401, 0.433], [2.380, -0.324, -0.712], [-1.710, 0.247, -0.566], [1.133, -0.033, -0.011], [-0.189, -1.458, -1.381], [-3.464, -0.877, 0.069], [-3.374, 0.764, 0.533], [-2.446, -0.290, 1.379], [0.049, -0.578, 1.704], [-1.294, 1.225, -0.653], [1.134, -1.971, 1.210], [1.588, 1.560, 1.342], [1.575, 2.025, -0.398], [0.044, 1.627, 0.581], [2.679, 0.563, -1.212], [3.113, -0.819, -0.005], [2.172, -1.055, -1.486], [-2.122, 0.027, -1.542]],
  "e_homo_ev": -20.76,
  "charge": 2
}

=====

3:
{
  "formula": "C5H14N2",
  "method": "ωB97M-V with the def2-TZVPD basis set",
  "symbols": ["C", "C", "N", "C", "C", "C", "N", "H", "H", "H", "H", "H", "H", "H", "H", "H", "H", "H", "H", "H", "H"],
  "positions_angstrom": [[-0.505, 2.133, -0.497], [0.175, 0.947, -1.212], [1.273, 1.403, -2.261], [0.689, -0.091, -0.151], [-0.448, -0.864, 0.589], [-0.152, -1.435, 1.783], [-0.987, -2.567, 2.220], [-1.009, 2.646, -1.343], [0.174, 2.792, 0.095], [-1.168, 1.698, 0.356], [-0.575, 0.310, -1.871], [1.579, 2.323, -1.842], [1.966, 0.638, -2.289], [0.793, 1.436, -3.098], [1.209, -0.832, -0.732], [1.371, 0.175, 0.700], [-1.208, -1.322, -0.118], [0.662, -1.062, 2.577], [-1.352, -2.973, 1.401], [-0.547, -3.052, 2.954], [-1.938, -2.304, 2.740]],
  "e_homo_ev": -18.33,
  "smiles": "C[C@@H]([NH3+])C/C=C/[NH3+]",
  "charge": 2
}

=====

The winner here is 3, beating the second structure by 0.0138 hartree.

=====

1:
{
  "formula": "C2H3IN4",
  "method": "ωB97M-V with the def2-TZVPD basis set",
  "symbols": ["C", "C", "N", "N", "N", "N", "I", "H", "H", "H"],
  "positions_angstrom": [[1.022, 0.249, -0.096], [1.869, 2.053, 0.152], [2.372, 0.281, -0.136], [2.963, 1.524, -0.211], [0.590, 1.562, 0.123], [0.263, -0.834, -0.221], [5.721, -0.860, -0.332], [-0.369, 1.925, -0.012], [0.609, -1.747, -0.125], [-0.769, -0.890, -0.041]],
  "e_homo_ev": [-18.35, -18.35],
  "charge": 2
}

=====

2:
{
  "formula": "C2H3IN4",
  "method": "ωB97M-V with the def2-TZVPD basis set",
  "symbols": ["N", "C", "N", "N", "N", "C", "I", "H", "H", "H"],
  "positions_angstrom": [[1.599, -0.246, 1.052], [0.899, -0.034, 0.035], [0.449, 0.703, -0.921], [0.083, -0.707, -0.923], [-1.074, -0.844, -0.537], [-2.105, -0.341, -0.531], [-3.804, 0.389, 0.075], [1.938, -1.222, 1.420], [2.041, 0.638, 1.367], [-0.026, 1.664, -1.037]],
  "e_homo_ev": -19.29,
  "smiles": "[NH2+]=C1NN1[N+]#CI",
  "charge": 2
}

=====

The winner here is 2, beating the second structure by 0.0379 hartree.